<w>
# C3H4N2O

A single C3H4N2O molecule (ωB97M-V/def2-TZVPD, the Open Molecules 2025 dataset).

Positions of all 10 atoms, in Å:
O 2.240 -0.013 -0.236
C 0.954 -0.224 0.137
N 0.364 -1.384 0.305
N -0.948 -1.044 0.242
C -1.166 0.270 0.027
C 0.062 0.866 0.025
H 1.958 0.707 -0.838
H -1.642 -1.762 0.333
H -2.150 0.678 -0.134
H 0.330 1.907 0.139

Computed properties:
Highest occupied orbital energy: -9.09 eV
SMILES string: Oc1cc[nH]n1
Kohn-Sham gap: 0.3682 Ha

---

<x>
# C3H4N2O

A single C3H4N2O molecule (ωB97M-V/def2-TZVPD, the Open Molecules 2025 dataset).

Positions of all 10 atoms, in Å:
O -1.286 1.755 -0.747
C -0.545 0.647 -0.455
N 0.211 -0.062 -1.302
N 0.635 -1.129 -0.533
C 0.138 -1.068 0.725
C -0.575 0.087 0.835
H -1.163 2.007 -1.672
H 1.094 -2.008 -0.824
H 0.261 -1.846 1.473
H -0.969 0.523 1.729

Computed properties:
Highest occupied orbital energy: -8.99 eV
SMILES string: Oc1cc[nH]n1
Kohn-Sham gap: 0.3684 Ha

---

Short version: <w> is the least stable of them.

---

<w>
# C3H4N2O

A single C3H4N2O molecule (ωB97M-V/def2-TZVPD, the Open Molecules 2025 dataset).

Positions of all 10 atoms, in Å:
C 0.188 0.378 -0.012
C 0.653 -0.833 -0.368
C -1.252 -1.132 0.415
H 0.396 2.236 0.641
H 1.405 1.847 -0.794
H 1.660 -1.054 -0.754
H -2.168 -1.542 0.830
N 0.473 1.721 -0.291
N -0.246 -1.823 -0.066
O -1.109 0.202 0.398

Computed properties:
Highest occupied orbital energy: -8.51 eV
SMILES string: Nc1cnco1
Kohn-Sham gap: 0.3424 Ha

---

<x>
# C3H4N2O

2 unconnected molecules or ions with the total composition C3H4N2O (ωB97M-V/def2-TZVPD, the Open Molecules 2025 dataset).

Positions of all 10 atoms, in Å:
N 1.630 0.052 -0.149
C 0.934 -1.127 -0.170
C 0.260 -2.124 -0.178
O -3.459 1.549 0.491
N -2.262 1.512 0.343
C -1.112 1.506 0.198
H 2.078 0.257 -1.035
H 2.310 0.091 0.602
H -0.321 -3.019 -0.188
H -0.059 1.304 0.085

Computed properties:
Highest occupied orbital energy: -9.59 eV
SMILES string: C#[N+][O-].C#CN
Kohn-Sham gap: 0.3724 Ha

---

<y>
# C3H4N2O

A single C3H4N2O molecule (ωB97M-V/def2-TZVPD, the Open Molecules 2025 dataset).

Positions of all 10 atoms, in Å:
O 2.215 -0.265 -0.043
C 0.957 0.143 0.305
C 0.028 -0.823 0.044
N -1.115 -0.125 -0.193
C -0.837 1.170 0.106
N 0.432 1.383 0.416
H 1.759 -0.953 -0.583
H 0.179 -1.883 0.186
H -2.006 -0.561 -0.326
H -1.613 1.914 0.087

Computed properties:
Highest occupied orbital energy: -8.37 eV
SMILES string: Oc1c[nH]cn1
Kohn-Sham gap: 0.3343 Ha

---

<z>
# C3H4N2O

A single C3H4N2O molecule (ωB97M-V/def2-TZVPD, the Open Molecules 2025 dataset).

Positions of all 10 atoms, in Å:
C 0.206 -0.295 1.512
C 0.423 0.359 0.171
N 0.101 -0.533 -0.915
C -0.756 0.008 -1.893
N 0.387 0.212 -2.315
O 0.880 1.460 0.006
H -0.591 -1.042 1.473
H -0.015 0.473 2.256
H 1.130 -0.806 1.804
H -1.814 0.122 -2.093

Computed properties:
Highest occupied orbital energy: -9.86 eV
SMILES string: CC(=O)N1C=N1
Kohn-Sham gap: 0.3907 Ha

---

Short version: <x> is the least stable of them.

---

<w>
# C4H13N3

A molecular structure, C4H13N3 (ωB97M-V/def2-TZVPD, the Open Molecules 2025 dataset).

Positions of all 20 atoms, in Å:
C 0.022 0.348 -0.456
C 0.466 -0.962 0.012
C 1.624 0.380 -1.523
C 0.056 1.463 0.556
N -0.868 -1.626 0.950
N -1.112 0.356 -1.267
N -0.956 -0.974 2.234
H -1.725 -1.406 0.439
H -1.412 1.265 -1.586
H -1.128 -0.338 -2.002
H -1.916 -0.697 2.438
H -0.706 -1.676 2.927
H 0.565 -1.752 -0.724
H 1.225 -0.929 0.781
H 1.069 1.612 0.922
H 1.663 1.440 -1.771
H 1.432 -0.205 -2.421
H 2.569 0.122 -1.052
H -0.562 1.180 1.412
H -0.307 2.399 0.130

Computed properties:
Highest occupied orbital energy: -7.27 eV
Kohn-Sham gap: 0.3059 Ha

---

<x>
# C4H13N3

A single C4H13N3 molecule (ωB97M-V/def2-TZVPD, the Open Molecules 2025 dataset).

Positions of all 20 atoms, in Å:
N -1.624 1.051 -2.163
C -2.023 -0.269 -1.672
C -1.268 -0.815 -0.398
N 0.172 -0.448 -0.381
C 0.662 -0.460 1.006
C 1.960 0.411 1.003
N 2.157 1.141 2.285
H -1.508 0.884 -3.176
H -0.728 1.220 -1.670
H -3.050 -0.108 -1.259
H -1.948 -1.078 -2.432
H -1.399 -1.873 -0.236
H -1.647 -0.360 0.502
H 0.596 -1.108 -0.985
H 0.816 -1.423 1.373
H -0.049 0.065 1.604
H 2.175 1.181 0.171
H 2.737 -0.333 0.912
H 1.569 1.908 2.549
H 2.398 0.414 2.966

Computed properties:
Highest occupied orbital energy: -8.71 eV
SMILES string: NCCNCCN
Kohn-Sham gap: 0.3580 Ha

---

Short version: <w> is the least stable of them.

---

<w>
# C4H13N3

2 unconnected molecules or ions with the total composition C4H13N3 (ωB97M-V/def2-TZVPD, the Open Molecules 2025 dataset).

Positions of all 20 atoms, in Å:
C -1.278 0.474 -0.312
C 1.488 -0.538 -0.514
C -2.181 -0.696 -0.465
C 1.363 -1.759 0.388
N -0.865 0.885 0.877
N 0.268 1.574 1.074
N 0.325 2.704 0.219
H -1.044 0.268 1.664
H 1.191 0.456 0.170
H -1.081 1.116 -1.153
H 0.947 3.369 0.661
H 0.689 2.434 -0.696
H 2.523 -0.395 -0.828
H 0.916 -0.671 -1.431
H -3.157 -0.395 -0.852
H -1.758 -1.410 -1.176
H -2.329 -1.211 0.486
H 1.655 -2.677 -0.123
H 0.339 -1.878 0.739
H 1.989 -1.650 1.272

Computed properties:
Highest occupied orbital energy (alpha / beta): -7.08 / -7.08 eV
Kohn-Sham gap (alpha / beta): 0.2968 / 0.2968 Ha

---

<x>
# C4H13N3

3 unconnected molecules or ions with the total composition C4H13N3 (ωB97M-V/def2-TZVPD, the Open Molecules 2025 dataset).

Positions of all 20 atoms, in Å:
C -0.181 -0.466 0.230
C 0.559 -1.778 0.046
C 1.344 0.986 0.283
C -0.694 -0.237 1.641
N -1.002 -0.182 -0.821
N -2.087 0.592 -0.602
N 0.406 0.856 -1.896
H -2.507 0.844 -1.486
H -1.923 1.421 -0.035
H 0.945 -0.005 -1.996
H 0.726 1.401 -2.719
H 0.079 -0.503 2.364
H -1.568 -0.868 1.827
H -0.979 0.797 1.839
H 0.875 -1.920 -0.987
H 1.443 -1.830 0.686
H -0.093 -2.619 0.308
H 1.738 0.417 1.122
H 0.770 1.853 0.586
H 2.151 1.240 -0.391

Computed properties:
Highest occupied orbital energy (alpha / beta): -7.51 / -8.14 eV
Kohn-Sham gap (alpha / beta): 0.2868 / 0.3047 Ha

---

Short version: <x> is the least stable of them.